<w>
Below is a cluster of 2 separate species, C4H12 in total, with properties calculated with ωB97M-V with the def2-TZVPD basis set.

Properties
LUMO level (spin up / spin down) ... 4.39 / 4.47 eV
2S+1 ... 2
Orbital gap (spin up / spin down) ... 2.82 / 12.00 eV
Total charge ... -1
HOMO level (spin up / spin down) ... 1.57 / -7.53 eV

```
16
C4H12 ωB97M-V with the def2-TZVPD basis set
C -0.16866 1.28980 1.46601
C -1.28327 1.60116 0.46755
C 0.73411 -0.87474 -1.53012
C 0.66067 -1.92204 -0.40815
H 0.37065 -2.88835 -0.81638
H -2.28785 1.67224 0.87032
H 1.77721 -0.63603 -1.76921
H -1.17271 0.77767 -0.22039
H -1.07634 2.53437 -0.05646
H 0.26795 -1.16626 -2.48388
H 0.23192 0.04408 -1.26326
H -0.57115 0.41478 2.00211
H 1.58677 -1.96962 0.16702
H -0.12103 -1.63837 0.30552
H 0.29939 1.92212 2.21769
H 0.75234 0.83918 1.05164
```



<x>
Below is a cluster of 2 separate species, C4H12 in total, with properties calculated with ωB97M-V with the def2-TZVPD basis set.

Properties
LUMO level (spin up / spin down) ... 4.37 / 4.56 eV
2S+1 ... 2
Orbital gap (spin up / spin down) ... 2.79 / 11.84 eV
Total charge ... -1
HOMO level (spin up / spin down) ... 1.57 / -7.29 eV

```
16
C4H12 ωB97M-V with the def2-TZVPD basis set
C 1.47002 0.55966 1.30680
C -2.27233 -0.35521 -0.66436
C 2.14674 -0.56822 0.77225
C -1.16264 0.33331 -1.41643
H 3.16473 -0.35905 0.31701
H -1.57130 1.13279 -1.98578
H 1.57938 -1.00656 -0.15605
H -1.76374 -1.01454 0.14892
H 2.14972 -1.42574 1.50842
H 0.85257 0.49078 2.21174
H -0.35568 0.64385 -0.81383
H -3.03576 -0.97489 -1.17509
H -2.84739 0.49131 -0.17460
H 2.04337 1.49693 1.60326
H 0.65938 0.92842 0.66268
H -1.05707 -0.37286 -2.14493
```



Most stable one: <w>, least stable one: <x>.